Entry from the Open Molecules 2025 dataset: one molecule with the formula H2P2S4 at a distorted geometry (ωB97M-V/def2-TZVPD).

The geometry in ORCA input format:
```
! RIJCOSX wB97M-V def2-TZVPD def2/J DEFGRID3
* xyz 0 1
P -0.951 -0.337 -0.636
P 1.631 0.236 0.528
S 2.843 -0.541 -0.666
S -0.499 -1.038 1.149
S 0.808 1.956 0.254
S -3.015 -0.230 -0.558
H 1.988 0.287 1.801
H -2.806 -0.335 -1.872
*
```

max |F|: 2.2 eV/A
orbital gap: 0.2506 hartree
energy above the lowest of the compared OMol25 structures with the same formula, charge and spin: 37.2 kcal per mole